Computed, not measured: 9 unconnected molecules or ions with the total composition C32H53F15N4O14, with ωB97M-V with the def2-TZVPD basis set.

```
118
Properties=species:S:1:pos:R:3:mulliken_charge:R:1
C -1.010 -1.680 -24.548 0.260
O -1.202 -2.870 -24.732 -0.550
N 0.135 -1.105 -24.131 0.549
C 1.397 -1.806 -23.990 -0.714
C 0.191 0.323 -23.938 -0.733
H -1.799 -0.932 -24.697 0.127
H 1.949 -1.579 -23.089 0.318
H 1.946 -1.564 -24.913 0.297
H 1.288 -2.881 -24.113 -0.036
H 0.435 0.564 -22.899 0.387
H 0.977 0.759 -24.565 0.375
H -0.746 0.813 -24.186 -0.227
C 0.287 -6.032 -26.895 0.005
O -0.336 -6.943 -27.405 -0.693
N 1.619 -5.828 -27.076 0.273
C 2.325 -4.797 -26.370 -0.457
C 2.432 -6.717 -27.868 -1.100
H -0.169 -5.281 -26.231 0.614
H 1.607 -4.271 -25.739 -0.435
H 2.792 -4.057 -27.024 0.398
H 3.084 -5.211 -25.701 0.379
H 3.238 -7.120 -27.251 0.304
H 1.837 -7.533 -28.266 0.362
H 2.878 -6.168 -28.704 0.314
C -1.100 -6.000 -23.188 0.566
O -1.581 -6.633 -24.110 -0.674
N -0.545 -6.577 -22.085 0.140
C 0.105 -5.772 -21.090 -0.706
C -0.395 -8.018 -21.999 -0.999
H -1.093 -4.899 -23.148 -0.039
H 0.090 -6.287 -20.128 0.381
H -0.401 -4.819 -20.937 0.331
H 1.152 -5.569 -21.336 0.094
H -1.065 -8.433 -21.246 0.274
H -0.579 -8.454 -22.975 0.346
H 0.644 -8.226 -21.724 0.343
C 4.683 -3.270 -22.495 0.313
O 3.766 -3.476 -23.258 -0.473
N 4.969 -4.028 -21.412 0.155
C 6.151 -3.789 -20.616 -0.913
C 4.244 -5.249 -21.150 -0.733
H 5.398 -2.444 -22.633 0.062
H 6.916 -4.557 -20.777 0.334
H 5.917 -3.783 -19.549 0.309
H 6.587 -2.827 -20.882 0.287
H 4.000 -5.298 -20.090 0.386
H 3.337 -5.289 -21.745 -0.147
H 4.831 -6.119 -21.466 0.337
C -1.167 -3.270 -28.679 -1.100
C -2.338 -2.320 -28.520 0.082
O -1.983 -1.029 -29.054 -0.355
C -1.778 -0.061 -28.196 0.092
O -1.795 -0.132 -26.999 -0.164
C -1.446 1.291 -28.850 0.888
F -0.239 1.675 -28.445 -0.197
F -1.469 1.262 -30.183 -0.272
F -2.338 2.208 -28.436 -0.231
H -1.348 -4.227 -28.191 0.268
H -0.288 -2.836 -28.198 0.240
H -0.973 -3.455 -29.736 0.429
H -2.599 -2.238 -27.467 -0.115
H -3.222 -2.696 -29.029 0.415
C 5.820 2.946 -24.266 -1.218
C 4.988 2.408 -25.419 0.292
O 5.516 1.154 -25.894 -0.327
C 5.007 0.071 -25.343 0.387
O 4.272 0.023 -24.400 -0.517
C 5.506 -1.236 -26.004 0.881
F 4.480 -1.968 -26.427 -0.220
F 6.345 -1.032 -27.019 -0.280
F 6.166 -1.934 -25.056 -0.264
H 5.908 2.169 -23.505 0.319
H 5.307 3.787 -23.802 0.354
H 6.812 3.243 -24.600 0.334
H 4.982 3.082 -26.270 0.316
H 3.957 2.287 -25.089 -0.036
C -2.468 2.795 -25.287 -0.142
C -3.486 2.678 -24.164 -0.685
O -3.166 1.545 -23.357 -0.192
C -4.165 0.930 -22.755 0.552
O -5.298 1.297 -22.684 -0.568
C -3.703 -0.376 -22.074 0.725
F -4.597 -1.330 -22.294 -0.230
F -2.509 -0.797 -22.540 -0.187
F -3.588 -0.191 -20.761 -0.298
H -1.496 2.949 -24.808 0.046
H -2.770 3.645 -25.889 0.528
H -2.376 1.860 -25.836 -0.257
H -4.500 2.578 -24.563 0.391
H -3.525 3.601 -23.581 0.372
C 2.734 7.567 -28.481 -1.138
C 2.790 6.093 -28.866 -0.213
O 1.864 5.296 -28.124 -0.277
C 2.212 4.988 -26.894 -0.043
O 3.276 5.162 -26.376 -0.554
C 1.092 4.243 -26.143 1.226
F 0.087 3.884 -26.935 -0.161
F 1.577 3.146 -25.567 -0.207
F 0.613 5.056 -25.183 -0.294
H 1.695 7.903 -28.466 0.312
H 3.273 8.155 -29.220 0.389
H 3.141 7.721 -27.482 0.307
H 3.817 5.729 -28.808 0.296
H 2.508 5.985 -29.913 0.346
C -8.431 -4.466 -26.593 -1.240
C -8.122 -3.393 -25.576 -0.223
O -6.881 -2.756 -25.878 -0.156
C -6.382 -1.960 -24.950 -0.065
O -6.841 -1.734 -23.873 -0.519
C -5.042 -1.361 -25.431 1.097
F -4.060 -2.252 -25.250 -0.169
F -5.098 -1.059 -26.741 -0.302
F -4.747 -0.254 -24.755 -0.127
H -9.465 -4.768 -26.419 0.385
H -7.740 -5.302 -26.562 0.320
H -8.450 -4.061 -27.610 0.326
H -8.049 -3.865 -24.592 0.318
H -8.932 -2.666 -25.517 0.317
```

Relative energy (zero: lowest compared OMol25 entry of this formula, charge and spin) ... 0.0 kcal/mol
Structure (SMILES) ... CCOC(=O)C(F)(F)F.CCOC(=O)C(F)(F)F.CCOC(=O)C(F)(F)F.CCOC(=O)C(F)(F)F.CCOC(=O)C(F)(F)F.CN(C)C=O.CN(C)C=O.CN(C)C=O.CN(C)C=O
E_tot ... -109433.24452 eV
Multiplicity ... 1
Frontier orbital gap ... 9.02 eV
Highest occupied orbital energy ... -8.58 eV

---

Computed, not measured: a molecular structure, C32H53NP2V, with ωB97M-V with the def2-TZVPD basis set.

```
89
Properties=species:S:1:pos:R:3:mulliken_spin:R:1
V -1.423 -0.762 -0.769 -0.020
C 1.003 2.899 0.778 0.048
C 0.344 2.427 1.949 0.149
C 2.396 1.393 1.826 0.151
C 2.253 2.226 0.686 0.148
C 1.198 1.490 2.589 0.229
C 0.543 3.985 -0.113 -0.044
H -0.025 4.728 0.462 0.015
H -0.129 3.634 -0.919 0.044
H 1.396 4.488 -0.597 0.012
C 3.265 2.384 -0.377 0.019
H 2.898 3.054 -1.164 0.000
H 3.495 1.413 -0.846 -0.006
H 4.213 2.800 0.009 -0.001
C 3.606 0.641 2.216 0.002
H 4.149 1.134 3.044 0.014
H 4.306 0.569 1.374 0.001
H 3.360 -0.379 2.555 0.005
C 0.961 0.782 3.869 -0.012
H 1.701 1.065 4.637 0.011
H 1.041 -0.309 3.742 0.011
H -0.034 1.014 4.268 0.001
C -0.976 2.886 2.446 0.026
H -1.039 2.786 3.540 0.000
H -1.808 2.309 2.013 -0.007
H -1.141 3.936 2.166 -0.001
C -2.274 -1.334 -2.376 0.013
C -2.469 0.112 -2.063 0.020
C -3.789 0.585 -1.514 0.025
C -3.803 0.617 0.007 -0.002
C -2.616 -0.111 0.571 0.000
C -2.606 -1.629 0.425 0.001
C -3.531 -2.417 -0.439 0.000
C -3.299 -2.344 -1.957 0.000
H -4.607 -0.045 -1.888 0.001
H -4.746 0.189 0.421 -0.001
H -3.968 1.588 -1.929 -0.008
H -4.255 -2.157 -2.442 0.000
H -1.714 -1.604 -3.285 0.000
H -2.000 0.931 -2.632 -0.023
H -3.074 -3.342 -2.356 0.000
H -3.445 -3.469 -0.143 0.000
H -2.428 -2.133 1.360 0.001
H -4.583 -2.209 -0.211 0.000
H -3.843 1.675 0.326 -0.002
H -2.279 0.287 1.526 -0.002
P -1.959 3.611 -2.404 0.141
C -1.734 3.622 -4.191 0.005
C -3.539 4.412 -2.031 0.012
P 0.352 -3.473 3.048 0.000
C -0.037 -2.280 1.728 0.000
C -1.087 -2.738 4.007 0.001
C -0.719 -4.629 2.035 0.000
H -1.001 2.845 -4.454 0.003
H -1.280 4.613 -4.295 0.010
H -2.647 3.516 -4.775 -0.005
H -3.837 4.093 -1.007 0.000
H -4.339 4.215 -2.769 -0.005
H -3.202 5.474 -2.015 0.009
H -1.741 -4.213 2.043 0.000
H -0.655 -5.586 2.550 0.000
H -0.336 -4.734 1.011 0.000
H -0.357 -2.629 0.731 0.005
H 0.022 -1.197 1.906 0.002
H -0.796 -2.741 5.059 0.000
H -1.951 -3.393 3.825 0.000
H -1.327 -1.702 3.731 0.000
C 3.957 -3.802 0.577 0.001
N 3.636 -2.606 -0.193 0.001
C 4.664 -1.594 -0.313 0.001
C 2.251 -2.148 -0.100 0.017
C 1.796 -1.257 -1.236 -0.006
C 2.446 -1.357 -2.463 0.001
C 2.348 -0.377 -3.446 0.000
C 1.492 0.689 -3.229 0.007
C 0.631 0.678 -2.090 0.020
C 0.701 -0.371 -1.153 -0.052
H 4.003 -3.656 1.677 0.000
H 4.929 -4.210 0.263 0.000
H 3.182 -4.562 0.376 0.000
H 4.325 -0.835 -1.033 -0.001
H 4.911 -1.089 0.639 0.000
H 5.591 -2.036 -0.715 0.000
H 1.597 -3.036 -0.110 0.000
H 2.067 -1.670 0.880 -0.005
H 3.105 -2.201 -2.592 0.000
H 2.932 -0.482 -4.357 0.000
H 1.414 1.495 -3.973 0.000
H -0.030 1.559 -1.927 0.021
```

Expectation value of S² ... 0.80
E_tot ... -79771.48085 eV
Net charge ... +2
Multiplicity ... 2
Frontier orbital gap (spin up / spin down) ... 2.92 / 3.58 eV
Highest occupied orbital energy (spin up / spin down) ... -11.89 / -11.88 eV